DFT (ωB97M-V with the def2-TZVPD basis set) results for a 13-piece molecular cluster, C96H219N13O20 overall at a distorted geometry.

The HOMO energy comes out at -7.44 eV. The lowest unoccupied orbital energy comes out at 0.433 eV. Its total energy is -6004.9319 a.u. Its energy above the lowest of the compared OMol25 structures with the same formula, charge and spin is 387.65 kJ/mol. The gap between HOMO and LUMO comes out at 0.2892 Ha.

Element x y z (Å)
1 H 26.675 -4.111 3.196
2 C 22.672 -13.097 -3.871
3 C 23.096 -14.258 -7.533
4 O 21.833 -0.425 6.047
5 C 24.821 1.244 -0.905
6 H 26.562 -7.222 3.669
7 C 25.924 -6.686 -6.379
8 H 24.652 -8.977 -8.741
9 H 14.302 -7.438 -1.035
10 C 27.921 -12.289 -1.200
11 O 18.017 -9.823 5.789
12 C 27.487 -11.807 -3.744
13 H 21.756 -3.843 -7.921
14 H 19.577 -6.056 -5.708
15 H 20.810 -16.090 -7.003
16 H 24.845 -2.670 -5.338
17 H 27.461 -12.343 2.952
18 N 21.906 -7.945 -1.080
19 H 24.169 1.667 -1.668
20 H 26.224 -4.773 4.781
21 C 27.427 -5.901 -8.324
22 H 22.487 0.104 8.003
23 H 20.421 -11.287 0.635
24 H 17.495 -7.524 0.082
25 H 26.421 -3.615 -3.569
26 H 24.705 -9.738 1.013
27 H 15.140 -5.791 1.459
28 H 24.602 -12.196 4.951
29 H 24.528 -7.019 7.921
30 C 19.907 -14.212 0.137
31 H 19.907 -12.574 -4.447
32 C 17.916 -7.933 1.001
33 C 27.378 -8.519 2.502
34 C 26.501 -8.183 -6.266
35 H 23.575 -12.271 -5.607
36 C 23.934 -6.306 -9.622
37 H 22.396 -5.158 -3.422
38 H 25.025 -16.462 2.431
39 H 18.690 -13.818 -4.760
40 H 22.979 -8.211 1.646
41 H 24.163 -6.357 -10.687
42 C 23.928 -3.333 2.700
43 C 23.874 -2.568 -1.290
44 H 20.928 -5.282 5.285
45 H 22.725 -1.715 1.887
46 C 20.691 -14.624 -4.540
47 H 23.289 -4.151 2.365
48 H 30.200 -8.682 -3.230
49 C 22.718 0.272 6.952
50 C 24.903 -6.366 7.133
51 H 22.872 0.410 4.433
52 H 24.305 -6.739 -1.741
53 C 25.495 -8.272 5.788
54 H 21.407 -14.190 -2.618
55 H 24.110 -3.678 -2.954
56 H 21.789 -6.572 -5.185
57 O 20.648 -0.420 -0.345
58 N 21.191 -6.424 -4.384
59 H 20.898 -16.826 -4.420
60 N 24.830 -6.470 -7.310
61 H 22.547 -15.235 -3.608
62 C 21.393 -7.317 4.579
63 H 24.139 -5.589 7.157
64 H 20.180 -3.098 -0.840
65 N 28.825 -11.122 -1.284
66 C 23.114 -10.079 -0.523
67 H 19.255 -13.554 -3.174
68 C 25.716 -8.835 4.292
69 H 18.815 -10.040 -7.228
70 H 15.791 -11.583 -3.947
71 H 18.395 -4.313 2.953
72 H 16.547 -5.060 1.893
73 H 27.751 -14.226 -0.287
74 H 17.618 -11.866 0.860
75 N 25.253 -0.442 -2.740
76 H 17.025 -11.556 6.210
77 H 25.136 -12.496 2.092
78 H 28.461 -13.122 0.786
79 H 23.869 -13.304 3.832
80 H 19.166 -6.596 -4.109
81 C 28.615 -10.750 -3.717
82 H 23.451 -10.172 -3.270
83 H 23.155 -13.865 -0.422
84 H 23.106 -6.116 -6.724
85 H 16.155 -4.453 -1.733
86 H 25.882 -9.015 -6.601
87 C 18.403 -9.905 -6.229
88 H 28.863 -13.202 -3.026
89 O 18.132 -9.339 0.866
90 H 23.409 -10.386 4.325
91 H 20.105 -3.930 2.547
92 N 26.922 -8.146 3.860
93 H 25.772 -11.854 -1.606
94 H 22.031 -12.072 -7.820
95 H 25.635 -1.253 -5.406
96 H 21.263 -13.129 3.167
97 C 22.209 -13.656 -6.380
98 C 20.222 -16.006 -4.178
99 C 25.353 -15.880 1.570
100 H 29.499 -11.283 -4.068
101 H 27.488 -8.367 -6.690
102 H 29.925 -10.926 0.108
103 C 22.339 -9.303 -1.580
104 H 26.449 -8.142 6.299
105 H 23.882 -13.527 -7.721
106 H 26.518 -0.259 0.425
107 C 15.346 -11.433 -2.963
108 H 26.490 -15.010 3.707
109 O 21.965 -11.722 4.592
110 O 26.178 0.386 -3.266
111 H 20.560 -3.922 -5.468
112 H 23.599 -15.188 -7.268
113 H 26.424 -6.057 -10.261
114 H 21.739 1.268 -0.157
115 H 25.951 -4.767 -9.167
116 C 18.995 -9.936 1.755
117 H 23.612 -1.172 3.254
118 H 16.118 -7.941 -2.878
119 H 17.498 -7.566 1.938
120 C 14.121 -9.451 -0.454
121 H 15.477 -12.267 -2.273
122 H 27.621 -9.581 2.480
123 H 16.728 -10.202 7.384
124 H 27.507 -8.491 -3.095
125 C 22.739 -7.104 -0.233
126 H 26.594 -9.487 -1.860
127 C 19.948 -8.180 -5.563
128 H 18.458 -9.970 2.703
129 H 20.482 -8.238 -6.511
130 H 28.938 -5.157 0.490
131 C 19.288 -9.973 6.392
132 C 26.504 -11.869 -0.799
133 H 26.767 -8.359 -5.223
134 H 15.094 -4.072 1.973
135 H 27.846 -6.898 -8.454
136 H 14.265 -11.478 -3.089
137 H 22.792 -11.100 2.801
138 H 26.533 -1.750 -0.369
139 C 27.549 -9.060 -2.166
140 C 24.206 -9.221 0.194
141 N 18.064 -2.938 -0.970
142 C 21.457 -5.064 -3.969
143 H 21.090 -6.945 1.242
144 H 26.452 -8.484 1.927
145 O 23.572 -6.950 -6.818
146 H 25.726 0.810 -3.999
147 C 19.602 -13.592 -4.207
148 H 26.652 -4.736 -6.763
149 C 29.171 -5.299 1.545
150 C 21.903 -14.357 -3.574
151 C 23.983 -1.065 -0.789
152 H 24.375 1.315 0.087
153 C 26.580 -12.845 3.353
154 C 23.704 -6.165 -1.036
155 H 22.313 -2.495 -6.947
156 H 20.606 -9.836 -2.819
157 H 18.579 -4.688 -1.675
158 H 29.943 -8.525 -1.461
159 C 13.003 -10.525 -0.653
160 H 25.878 -6.112 7.549
161 C 25.220 -1.819 -3.356
162 H 27.562 -14.516 2.480
163 C 25.168 -0.234 -1.260
164 H 26.294 -16.282 1.194
165 N 21.214 -14.634 -5.934
166 H 19.463 -11.031 6.587
167 N 25.369 -12.051 2.969
168 H 27.441 -12.260 -4.735
169 H 29.430 -13.698 -0.624
170 H 19.489 -7.567 5.078
171 C 15.620 -4.816 1.375
172 N 15.427 -9.912 -0.895
173 H 18.579 -0.513 -0.770
174 H 19.325 -16.409 -4.648
175 O 19.801 -5.736 3.593
176 H 19.598 -1.082 -2.075
177 C 19.350 -2.456 -0.545
178 H 24.573 -3.180 -0.720
179 H 23.510 -13.055 -3.175
180 H 17.791 -10.024 -3.466
181 C 27.088 -5.731 -6.854
182 C 21.009 -5.823 4.343
183 C 13.688 -8.281 -1.353
184 N 18.532 -12.260 1.030
185 C 23.070 -11.299 3.836
186 C 17.414 -10.054 -2.443
187 C 21.876 0.056 4.698
188 H 19.145 -9.391 7.303
189 C 16.579 -4.860 -0.815
190 H 21.371 -9.670 5.972
191 C 14.018 -8.362 -2.838
192 O 20.402 -15.232 -6.869
193 H 19.921 -15.024 -0.591
194 H 25.669 1.919 -1.019
195 H 22.340 -7.367 5.116
196 C 23.162 -9.242 -2.781
197 H 12.604 -10.747 -1.642
198 C 24.257 -12.290 3.921
199 C 19.433 -4.378 3.279
200 C 23.103 -2.049 2.854
201 O 29.049 -10.565 -0.047
202 H 13.213 -9.004 -3.195
203 H 20.270 -9.867 4.565
204 H 22.488 -14.387 -8.429
205 H 19.583 -3.794 4.187
206 H 24.327 -5.488 -0.452
207 H 21.241 0.921 4.507
208 H 26.380 -8.565 -8.741
209 C 26.236 -5.818 -9.214
210 H 27.308 -2.010 -3.365
211 H 22.968 -5.616 -1.624
212 H 13.095 -8.499 1.213
213 C 21.073 -10.172 -1.893
214 C 24.014 -2.607 -2.780
215 H 18.798 -10.654 -5.542
216 H 27.383 -0.335 -1.032
217 C 25.467 -6.239 -4.943
218 C 16.930 -10.479 6.349
219 C 18.763 -13.240 -0.092
220 C 21.712 -6.278 0.646
221 H 24.716 -3.111 1.980
222 H 23.398 -3.590 -7.765
223 C 28.732 -10.073 -2.333
224 H 18.530 -4.861 0.089
225 H 15.583 -8.951 -4.126
226 H 17.894 -13.864 -0.298
227 H 26.544 -10.889 -0.324
228 C 23.578 -7.941 0.777
229 H 20.802 -0.866 2.877
230 H 20.301 -10.131 -1.125
231 H 12.063 -10.207 -0.202
232 H 18.981 -12.630 -0.969
233 C 20.798 0.923 -0.585
234 H 30.229 -5.538 1.657
235 O 20.950 -7.320 -1.857
236 C 21.562 -3.876 -5.042
237 H 23.733 0.006 6.658
238 O 16.079 -10.795 -0.020
239 H 23.941 -13.995 -5.431
240 H 27.149 -13.663 -2.715
241 H 22.259 -5.598 1.300
242 O 21.130 -13.478 -0.022
243 H 13.280 -11.481 -0.209
244 H 22.679 1.343 6.754
245 O 15.742 -4.215 0.108
246 C 18.054 -4.386 -0.769
247 H 23.911 -1.144 0.296
248 H 25.520 -5.518 3.513
249 N 21.988 -2.279 3.763
250 H 25.359 -8.503 -10.177
251 H 26.142 -12.641 -0.121
252 H 14.336 -9.604 1.801
253 H 21.574 -7.939 3.702
254 H 22.621 -8.733 -3.578
255 C 14.081 -8.912 0.998
256 H 24.654 -6.810 -4.496
257 H 28.838 -8.020 0.981
258 C 19.533 -0.992 -0.990
259 H 23.005 -2.345 -3.099
260 H 19.864 -14.667 1.127
261 H 25.925 -9.903 4.237
262 H 17.339 -10.097 -6.369
263 H 19.986 -16.106 -3.119
264 C 26.455 -0.683 -0.577
265 C 22.487 -3.548 -7.168
266 H 14.810 -8.113 1.132
267 H 16.650 -10.204 0.477
268 H 23.006 -6.819 -9.373
269 N 20.350 -7.958 5.432
270 H 25.175 -5.190 -4.980
271 H 20.243 -1.319 4.410
272 H 16.010 -10.209 5.831
273 H 29.445 -7.848 2.558
274 H 18.871 -7.408 1.016
275 H 24.441 -7.351 1.085
276 H 22.503 -10.527 0.261
277 C 21.441 -12.455 -6.987
278 H 21.840 -5.298 3.872
279 C 30.001 -9.216 -2.301
280 H 20.713 -4.868 -3.197
281 C 25.032 -6.775 -8.765
282 H 21.114 -5.642 -0.006
283 C 19.576 -11.286 1.323
284 O 24.756 -3.576 3.888
285 C 22.305 -14.318 0.089
286 H 26.725 -12.740 4.428
287 H 23.968 -1.116 -5.039
288 C 20.410 -9.394 5.538
289 C 21.406 -12.929 4.229
290 C 28.447 -13.387 -0.271
291 H 17.375 -2.584 -0.322
292 H 28.267 -5.312 -8.692
293 H 20.361 -8.909 -4.866
294 H 12.619 -8.072 -1.378
295 C 27.888 -12.862 -2.677
296 O 22.614 -4.325 -5.904
297 H 19.827 -9.332 2.117
298 H 30.893 -9.800 -2.076
299 C 26.558 -14.328 2.859
300 H 25.043 -9.104 -0.494
301 H 24.810 -8.676 3.708
302 H 20.422 -12.620 -7.336
303 C 19.868 -6.758 -4.927
304 O 25.516 -14.582 1.898
305 H 22.178 -15.220 -0.509
306 H 21.446 -11.674 -6.226
307 C 23.170 -13.235 -5.298
308 C 21.166 -1.076 3.883
309 C 15.866 -10.074 -2.312
310 O 18.574 -8.529 -5.852
311 H 22.545 -2.433 4.591
312 H 23.742 -5.240 -9.496
313 H 21.949 -12.287 -3.775
314 H 22.883 -2.961 -1.064
315 O 24.883 -6.963 5.852
316 H 28.038 -5.872 -6.338
317 H 27.762 -8.278 -1.437
318 H 28.388 -9.997 -4.471
319 H 21.981 -13.708 4.728
320 C 25.398 -8.274 -9.112
321 H 23.125 -0.459 -1.079
322 C 25.855 -4.518 3.788
323 H 16.485 -5.946 -0.781
324 C 26.456 -2.633 -3.095
325 H 23.634 -10.949 -0.925
326 C 28.559 -7.632 1.961
327 H 26.672 -2.779 -2.037
328 H 20.027 1.496 -0.071
329 H 20.779 1.250 -1.625
330 C 24.849 -1.717 -4.811
331 H 20.392 -12.938 4.627
332 H 21.339 -7.111 -2.709
333 H 26.500 -11.375 -3.579
334 H 19.467 -2.559 0.534
335 H 29.066 -4.299 1.966
336 H 24.590 -16.051 0.810
337 H 17.958 -9.293 -1.884
338 H 17.783 -11.008 -2.067
339 H 24.004 -8.617 -2.481
340 H 26.371 -6.252 -4.334
341 C 15.430 -8.767 -3.062
342 H 13.802 -7.450 -3.395
343 H 22.645 -14.548 1.099
344 H 21.734 -2.873 -4.652
345 H 20.074 -11.702 2.198
346 H 24.889 -8.912 6.429
347 H 21.311 -11.235 -1.933
348 O 28.136 -6.216 1.983